[1]
{
  "formula": "C51H30N9O2PPbS2Se2",
  "method": "the ωB97M-V functional and the def2-TZVPD basis",
  "energy_ev": -237780.4859,
  "homo_lumo_gap_ev": 5.19,
  "de_lowest_kj_mol": 158.9,
  "total_charge": 0,
  "elements": ["Pb", "C", "C", "C", "C", "C", "N", "C", "C", "C", "C", "C", "C", "C", "C", "N", "C", "N", "C", "N", "C", "N", "C", "N", "C", "N", "C", "C", "C", "C", "C", "C", "C", "C", "C", "C", "C", "C", "C", "C", "N", "H", "H", "H", "H", "H", "H", "H", "H", "H", "H", "H", "H", "H", "H", "H", "H", "Se", "P", "Se", "C", "C", "C", "C", "C", "C", "C", "C", "C", "C", "C", "C", "H", "H", "H", "H", "H", "H", "H", "H", "H", "H", "O", "S", "O", "N", "C", "S", "C", "C", "C", "C", "C", "C", "H", "H", "H", "H"],
  "coordinates": [[-0.208, -1.557, -0.676], [-0.089, -6.279, -5.010], [1.016, -6.762, -4.286], [1.815, -5.965, -3.473], [1.411, -4.648, -3.393], [1.821, -3.537, -2.533], [2.681, -3.634, -1.589], [3.030, -2.529, -0.875], [4.423, -2.350, -0.498], [5.633, -2.867, -0.916], [6.793, -2.446, -0.229], [6.725, -1.470, 0.743], [5.491, -0.999, 1.181], [4.382, -1.476, 0.566], [2.980, -1.017, 0.742], [2.823, 0.361, 0.927], [1.832, 0.986, 0.442], [0.873, 0.599, -0.549], [0.312, 1.727, -0.971], [-0.442, 1.977, -2.047], [-0.783, 1.063, -2.867], [-0.568, -0.252, -2.780], [-0.831, -0.780, -3.995], [-0.507, -1.936, -4.468], [0.355, -2.710, -3.840], [1.115, -2.404, -2.819], [0.445, -4.131, -4.225], [-0.333, -4.917, -5.050], [-1.565, 0.180, -4.845], [-2.201, 0.102, -6.074], [-2.804, 1.273, -6.553], [-2.702, 2.460, -5.854], [-2.004, 2.533, -4.631], [-1.467, 1.368, -4.149], [0.650, 2.875, -0.151], [0.062, 4.115, -0.037], [0.345, 4.872, 1.076], [1.168, 4.330, 2.079], [1.814, 3.117, 1.930], [1.566, 2.399, 0.763], [2.252, -1.699, -0.300], [-0.690, -7.000, -5.525], [1.284, -7.794, -4.372], [2.642, -6.319, -2.858], [5.717, -3.623, -1.682], [7.754, -2.885, -0.447], [7.620, -1.101, 1.236], [5.391, -0.247, 1.971], [-1.100, -4.470, -5.667], [-2.261, -0.819, -6.633], [-3.325, 1.276, -7.486], [-3.160, 3.348, -6.243], [-1.934, 3.473, -4.094], [-0.593, 4.465, -0.785], [-0.090, 5.843, 1.197], [1.338, 4.902, 3.004], [2.436, 2.689, 2.717], [-2.397, -0.510, 1.089], [0.863, -0.660, 3.339], [2.549, -1.940, 2.677], [1.619, 0.476, 4.565], [2.968, 0.812, 4.688], [3.364, 1.787, 5.610], [2.431, 2.425, 6.398], [1.073, 2.098, 6.281], [0.688, 1.137, 5.346], [0.074, -1.842, 4.501], [-1.230, -2.211, 4.234], [-1.924, -2.975, 5.144], [-1.334, -3.327, 6.354], [-0.021, -2.966, 6.611], [0.698, -2.238, 5.676], [3.725, 0.315, 4.092], [4.410, 2.044, 5.700], [2.743, 3.177, 7.103], [0.366, 2.598, 6.905], [-0.358, 0.897, 5.258], [-1.696, -1.841, 3.326], [-2.947, -3.250, 4.924], [-1.894, -3.881, 7.059], [0.461, -3.249, 7.560], [1.727, -1.917, 5.906], [-7.410, 2.267, 1.161], [-6.629, 1.780, 0.067], [-7.183, 0.861, -0.881], [-5.166, 1.191, 0.662], [-4.198, 1.929, 0.238], [-2.565, 1.719, 0.744], [-4.560, 3.057, -0.670], [-3.782, 4.025, -1.282], [-4.362, 4.962, -2.129], [-5.738, 4.952, -2.318], [-6.544, 3.992, -1.686], [-5.920, 3.080, -0.870], [-2.703, 4.036, -1.120], [-3.731, 5.699, -2.638], [-6.171, 5.740, -2.956], [-7.632, 4.040, -1.763]]
}

=====

[2]
{
  "formula": "C32H37Cl5CrN3SSi",
  "method": "the ωB97M-V functional and the def2-TZVPD basis",
  "energy_ev": -148002.6672,
  "homo_lumo_gap_ev": [7.30, 7.76],
  "de_lowest_kj_mol": 55.6,
  "total_charge": 0,
  "multiplicity": 2,
  "elements": ["Cr", "Cl", "C", "C", "C", "Cl", "C", "Cl", "C", "Cl", "C", "Cl", "C", "Si", "C", "C", "C", "C", "C", "C", "N", "C", "S", "H", "H", "H", "H", "H", "H", "H", "H", "H", "H", "H", "H", "C", "C", "C", "C", "C", "C", "C", "C", "N", "C", "C", "C", "C", "H", "H", "H", "H", "H", "H", "H", "H", "H", "H", "H", "H", "H", "H", "H", "H", "H", "H", "C", "C", "C", "C", "N", "C", "C", "H", "H", "H", "H", "H", "H", "H"],
  "coordinates": [[-1.064, 0.059, 0.172], [-3.506, -1.072, -0.891], [-3.955, -0.212, 0.553], [-2.918, 0.453, 1.200], [-3.355, 1.210, 2.285], [-2.216, 2.189, 3.178], [-4.679, 1.243, 2.731], [-5.132, 2.171, 4.111], [-5.653, 0.508, 2.062], [-7.284, 0.507, 2.608], [-5.288, -0.227, 0.939], [-6.468, -1.125, 0.066], [5.621, 0.447, 1.222], [4.315, 1.472, 0.347], [4.745, 3.292, 0.483], [4.277, 0.965, -1.448], [2.708, 1.207, 1.314], [2.783, 1.302, 2.697], [1.671, 1.102, 3.509], [0.477, 0.791, 2.902], [0.347, 0.715, 1.575], [1.433, 0.927, 0.782], [1.009, 0.800, -0.888], [6.593, 0.582, 0.740], [5.371, -0.615, 1.180], [5.734, 0.721, 2.273], [5.723, 3.496, 0.040], [4.774, 3.618, 1.525], [4.006, 3.905, -0.038], [5.286, 1.071, -1.859], [3.599, 1.583, -2.036], [3.964, -0.074, -1.569], [3.734, 1.533, 3.168], [1.736, 1.168, 4.586], [-0.409, 0.594, 3.487], [2.723, -4.657, -1.908], [1.590, -3.667, -1.995], [1.143, -3.206, -3.227], [0.094, -2.299, -3.289], [-0.408, -1.773, -4.609], [-0.505, -1.874, -2.112], [-0.082, -2.306, -0.849], [0.986, -3.211, -0.831], [-0.646, -1.760, 0.341], [-0.666, -2.645, 1.537], [0.678, -2.673, 2.287], [-1.101, -4.070, 1.149], [-1.726, -2.120, 2.510], [3.268, -4.716, -2.849], [2.349, -5.656, -1.675], [3.428, -4.379, -1.122], [1.619, -3.547, -4.140], [0.267, -2.037, -5.422], [-0.499, -0.685, -4.585], [-1.393, -2.182, -4.844], [-1.298, -1.145, -2.208], [1.387, -3.568, 0.105], [1.537, -2.783, 1.628], [0.679, -3.505, 2.994], [0.823, -1.757, 2.856], [-0.286, -4.683, 0.769], [-1.884, -4.033, 0.389], [-1.507, -4.569, 2.030], [-1.550, -1.077, 2.768], [-1.697, -2.713, 3.426], [-2.725, -2.200, 2.077], [-2.815, 5.694, -2.584], [-2.461, 4.389, -1.933], [-1.750, 4.332, -0.743], [-1.425, 3.108, -0.193], [-1.778, 1.946, -0.748], [-2.451, 1.991, -1.901], [-2.812, 3.174, -2.514], [-2.700, 6.526, -1.892], [-3.842, 5.683, -2.948], [-2.165, 5.875, -3.442], [-1.441, 5.239, -0.240], [-0.859, 3.044, 0.725], [-2.716, 1.042, -2.346], [-3.363, 3.144, -3.445]]
}

=====

[3]
{
  "formula": "C7H30O10",
  "method": "the ωB97M-V functional and the def2-TZVPD basis",
  "energy_ev": -28219.5112,
  "homo_lumo_gap_ev": 9.44,
  "de_lowest_kj_mol": 230.1,
  "total_charge": 0,
  "smiles": "CC/C=C/C=C(/C)O.O.O.O.O.O.O.O.O.O",
  "elements": ["C", "C", "C", "C", "C", "C", "O", "C", "H", "H", "H", "H", "H", "H", "H", "H", "H", "H", "H", "H", "H", "H", "O", "H", "H", "O", "H", "H", "O", "H", "H", "O", "H", "H", "O", "H", "H", "O", "H", "H", "O", "H", "H", "O", "H", "H", "O"],
  "coordinates": [[2.411, 1.862, -3.295], [1.100, 1.577, -2.602], [1.263, 0.455, -1.598], [0.267, -0.335, -1.218], [0.446, -1.483, -0.281], [-0.031, -1.318, 0.948], [-0.569, -0.102, 1.335], [0.219, -2.198, 2.136], [2.808, 1.126, -4.011], [3.238, 1.948, -2.584], [2.429, 2.747, -3.940], [0.768, 2.484, -2.097], [0.285, 1.436, -3.316], [2.306, 0.219, -1.407], [-0.709, -0.208, -1.680], [0.842, -2.431, -0.608], [-1.498, 0.021, 1.091], [-0.741, -2.640, 2.451], [0.439, -1.576, 3.005], [0.967, -2.972, 1.990], [-1.309, 3.683, -1.842], [-0.729, 3.075, -0.385], [-1.423, 3.142, -1.069], [1.917, 0.174, 4.111], [1.380, 1.661, 3.876], [2.140, 1.074, 3.873], [3.886, 2.814, 2.295], [2.967, 1.614, 2.379], [3.511, 2.122, 1.744], [-2.698, 1.536, 0.072], [-3.408, 1.152, -1.118], [-3.390, 0.913, -0.181], [-4.463, -1.567, -1.361], [-3.673, -2.689, -1.840], [-3.919, -1.797, -2.119], [-1.502, -4.806, -1.075], [-1.374, -4.342, -2.456], [-2.074, -4.529, -1.819], [0.082, -5.477, 0.534], [-0.792, -4.417, 1.260], [-0.789, -5.075, 0.558], [0.487, 1.528, 0.671], [1.599, 2.423, 0.151], [0.659, 2.433, 0.369], [-0.502, 1.726, 2.809], [-1.606, 2.901, 2.930], [-1.218, 2.116, 3.314]]
}